No. 1
{"formula": "C33H26Br2CrN2O5P", "method": "ωB97M-V with the def2-TZVPD basis set", "multiplicity": 5, "lumo_energy_ev": [2.57, 2.44], "gap_ev": [5.38, 7.15], "homo_energy_ev": [-2.81, -4.71], "total_charge": -1, "s_squared": 6.058, "species": ["Cr", "Br", "C", "Br", "H", "H", "O", "C", "O", "C", "C", "C", "C", "C", "C", "P", "C", "C", "C", "C", "C", "C", "C", "C", "C", "C", "C", "C", "H", "H", "H", "H", "H", "H", "H", "H", "H", "H", "H", "H", "H", "H", "O", "C", "O", "C", "C", "C", "C", "C", "C", "N", "C", "C", "C", "C", "C", "C", "N", "H", "H", "H", "H", "H", "H", "H", "H", "H", "H", "O"], "positions_angstrom": [[0.009, -0.020, 0.068], [1.993, -0.254, 1.705], [1.054, -1.656, 2.744], [-0.845, -1.785, 1.556], [0.870, -1.333, 3.768], [1.603, -2.595, 2.715], [3.304, -0.019, -2.572], [2.274, -0.537, -2.185], [1.602, -0.196, -0.993], [1.755, -1.761, -2.979], [2.554, -2.252, -3.998], [2.182, -3.368, -4.732], [0.993, -4.017, -4.441], [0.180, -3.542, -3.425], [0.526, -2.415, -2.689], [-0.585, -1.815, -1.333], [-2.211, -1.530, -2.098], [-3.325, -1.337, -1.278], [-4.568, -1.070, -1.816], [-4.724, -0.970, -3.196], [-3.624, -1.128, -4.019], [-2.375, -1.395, -3.469], [-0.749, -3.385, -0.363], [0.319, -3.698, 0.539], [0.284, -4.833, 1.311], [-0.814, -5.700, 1.229], [-1.844, -5.419, 0.360], [-1.802, -4.267, -0.442], [3.489, -1.749, -4.212], [2.829, -3.731, -5.521], [0.699, -4.897, -5.001], [-0.744, -4.065, -3.207], [-3.215, -1.382, -0.202], [-5.415, -0.920, -1.158], [-5.696, -0.749, -3.621], [-3.725, -1.024, -5.092], [-1.522, -1.470, -4.134], [1.173, -3.037, 0.604], [1.108, -5.049, 1.981], [-0.847, -6.593, 1.842], [-2.690, -6.091, 0.286], [-2.619, -4.083, -1.130], [3.002, 3.820, -6.268], [2.709, 2.575, -5.821], [2.915, 1.626, -6.527], [2.137, 2.471, -4.451], [1.893, 3.576, -3.608], [1.360, 3.404, -2.360], [1.040, 2.126, -1.865], [1.291, 1.018, -2.699], [1.835, 1.212, -3.987], [0.442, 1.883, -0.589], [0.094, 2.864, 0.236], [-0.535, 2.492, 1.459], [-0.962, 3.439, 2.415], [-1.571, 2.985, 3.552], [-1.756, 1.599, 3.736], [-1.316, 0.731, 2.764], [-0.704, 1.131, 1.623], [2.808, 4.527, -5.647], [2.109, 4.596, -3.910], [1.183, 4.287, -1.759], [1.000, -0.109, -2.221], [2.021, 0.353, -4.614], [0.242, 3.921, 0.039], [-0.812, 4.497, 2.248], [-1.912, 3.685, 4.307], [-2.236, 1.215, 4.626], [-1.431, -0.381, 2.854], [-1.454, 0.428, -0.600]]}

No. 2
{"formula": "C33H26Br2CrN2O5P", "method": "ωB97M-V with the def2-TZVPD basis set", "multiplicity": 5, "lumo_energy_ev": [1.98, 1.92], "gap_ev": [4.76, 6.46], "homo_energy_ev": [-2.78, -4.54], "total_charge": -1, "s_squared": 6.068, "species": ["Cr", "Br", "C", "Br", "H", "H", "O", "C", "O", "C", "C", "C", "C", "C", "C", "P", "C", "C", "C", "C", "C", "C", "C", "C", "C", "C", "C", "C", "H", "H", "H", "H", "H", "H", "H", "H", "H", "H", "H", "H", "H", "H", "O", "C", "O", "C", "C", "C", "C", "C", "C", "N", "C", "C", "C", "C", "C", "C", "N", "H", "H", "H", "H", "H", "H", "H", "H", "H", "H", "O"], "positions_angstrom": [[0.166, -0.025, -0.039], [1.197, 1.096, -2.148], [1.208, -0.723, -3.015], [0.507, -1.970, -1.649], [2.234, -0.989, -3.229], [0.580, -0.720, -3.898], [3.865, 1.753, 0.803], [3.060, 0.856, 1.013], [1.839, 0.875, 0.630], [3.561, -0.345, 1.849], [4.805, -0.190, 2.456], [5.353, -1.182, 3.248], [4.656, -2.367, 3.452], [3.423, -2.540, 2.851], [2.864, -1.549, 2.043], [1.238, -1.805, 1.241], [1.451, -3.377, 0.273], [0.287, -4.029, -0.270], [0.407, -5.162, -1.048], [1.664, -5.680, -1.339], [2.793, -5.053, -0.843], [2.686, -3.916, -0.049], [0.222, -2.326, 2.673], [-0.320, -1.335, 3.492], [-1.096, -1.668, 4.585], [-1.353, -3.004, 4.883], [-0.817, -3.996, 4.083], [-0.028, -3.655, 2.987], [5.335, 0.739, 2.296], [6.320, -1.027, 3.711], [5.070, -3.149, 4.076], [2.884, -3.466, 3.013], [-0.702, -3.625, -0.073], [-0.483, -5.631, -1.447], [1.761, -6.562, -1.960], [3.776, -5.442, -1.081], [3.591, -3.433, 0.297], [-0.136, -0.294, 3.270], [-1.505, -0.881, 5.205], [-1.966, -3.263, 5.738], [-1.005, -5.039, 4.306], [0.393, -4.449, 2.382], [0.206, 5.891, 5.900], [0.883, 4.759, 5.561], [1.804, 4.410, 6.252], [0.426, 4.038, 4.351], [-0.644, 4.437, 3.553], [-1.019, 3.717, 2.440], [-0.339, 2.537, 2.032], [0.732, 2.153, 2.866], [1.099, 2.875, 3.979], [-0.711, 1.789, 0.913], [-1.809, 2.207, 0.272], [-2.303, 1.521, -0.849], [-3.482, 1.982, -1.497], [-3.968, 1.305, -2.573], [-3.277, 0.158, -3.005], [-2.143, -0.223, -2.326], [-1.617, 0.407, -1.266], [-0.508, 6.086, 5.288], [-1.227, 5.327, 3.773], [-1.857, 4.097, 1.882], [1.277, 1.257, 2.639], [1.929, 2.528, 4.579], [-2.385, 3.068, 0.577], [-3.983, 2.867, -1.124], [-4.865, 1.636, -3.082], [-3.620, -0.421, -3.852], [-1.619, -1.106, -2.661], [-1.060, -0.739, 0.916]]}

No. 3
{"formula": "C33H26BrCaF3N5O2S3", "method": "ωB97M-V with the def2-TZVPD basis set", "multiplicity": 1, "lumo_energy_ev": 1.62, "gap_ev": 6.75, "homo_energy_ev": -5.13, "total_charge": -1, "species": ["Ca", "Br", "C", "C", "C", "C", "O", "C", "C", "N", "C", "C", "C", "C", "C", "C", "C", "C", "N", "C", "C", "H", "H", "H", "H", "H", "H", "H", "H", "H", "H", "S", "C", "S", "C", "N", "N", "C", "C", "C", "C", "C", "C", "S", "H", "H", "H", "H", "H", "C", "C", "C", "O", "H", "H", "H", "H", "H", "H", "H", "F", "C", "F", "F", "C", "C", "C", "N", "C", "C", "H", "H", "H", "H"], "positions_angstrom": [[0.236, -0.152, -0.683], [-3.464, -5.607, -5.021], [-2.464, -4.125, -4.259], [-2.773, -2.841, -4.730], [-2.142, -1.795, -4.102], [-1.272, -1.956, -3.043], [-0.879, -0.918, -2.374], [-0.929, -3.314, -2.660], [-0.155, -3.665, -1.412], [0.641, -2.874, -0.808], [1.271, -3.447, 0.345], [1.843, -4.678, 0.451], [2.472, -5.065, 1.666], [2.397, -4.386, 2.784], [1.658, -3.135, 2.800], [1.425, -2.389, 3.930], [0.838, -1.168, 3.860], [0.403, -0.709, 2.624], [0.552, -1.428, 1.491], [1.180, -2.637, 1.546], [-1.527, -4.407, -3.318], [-3.424, -2.660, -5.653], [-2.344, -0.820, -4.471], [-0.192, -4.708, -1.058], [1.937, -5.326, -0.433], [3.028, -6.010, 1.663], [2.825, -4.652, 3.749], [1.560, -2.771, 4.918], [0.500, -0.601, 4.708], [-0.031, 0.274, 2.484], [-1.374, -5.441, -3.044], [4.738, 4.761, 0.361], [4.178, 3.206, 0.124], [4.525, 2.201, -1.244], [3.488, 0.877, -0.575], [3.071, 1.229, 0.630], [3.461, 2.496, 0.990], [3.296, 2.782, 2.364], [3.395, 1.668, 3.202], [3.155, 1.739, 4.542], [2.787, 2.970, 5.138], [2.673, 4.031, 4.260], [2.956, 3.980, 2.887], [3.022, -0.564, -1.341], [3.513, 0.662, 2.825], [3.232, 0.851, 5.184], [2.462, 3.057, 6.164], [2.239, 4.983, 4.627], [2.807, 4.887, 2.247], [-0.455, 3.181, 1.328], [-0.756, 2.898, -0.089], [0.495, 3.258, -1.061], [-0.955, 1.515, -0.210], [-0.544, 4.295, 1.549], [0.556, 2.716, 1.555], [-1.164, 2.719, 2.010], [-1.621, 3.513, -0.438], [1.413, 2.706, -1.036], [0.684, 4.280, -0.858], [0.139, 3.260, -2.084], [-3.060, 3.361, -3.387], [-2.944, 1.966, -3.609], [-3.159, 1.769, -4.931], [-1.695, 1.696, -3.385], [-3.919, 1.208, -2.768], [-3.549, 0.802, -1.480], [-4.403, 0.064, -0.764], [-5.609, -0.374, -1.255], [-5.930, 0.005, -2.492], [-5.201, 0.891, -3.224], [-2.547, 1.036, -1.063], [-4.140, -0.197, 0.285], [-6.944, -0.230, -2.693], [-5.482, 1.256, -4.234]]}

No. 4
{"formula": "C33H26ClN5O7Sc", "method": "ωB97M-V with the def2-TZVPD basis set", "multiplicity": 1, "lumo_energy_ev": 1.70, "gap_ev": 4.42, "homo_energy_ev": -2.72, "total_charge": -1, "species": ["Sc", "C", "C", "C", "C", "C", "C", "C", "C", "C", "C", "C", "C", "C", "C", "C", "H", "H", "H", "H", "H", "H", "H", "H", "H", "H", "O", "C", "O", "C", "C", "C", "C", "O", "C", "O", "C", "C", "H", "H", "H", "H", "H", "C", "C", "C", "C", "Cl", "C", "C", "C", "O", "C", "C", "O", "O", "H", "H", "H", "H", "H", "H", "H", "H", "N", "N", "N", "C", "N", "N", "H", "H", "H"], "positions_angstrom": [[0.293, 0.609, 0.673], [-1.071, -0.567, -0.331], [-2.105, -0.856, -0.973], [-3.242, -1.176, -1.674], [-3.811, -2.508, -1.484], [-4.615, -3.141, -2.450], [-5.108, -4.422, -2.263], [-4.821, -5.137, -1.107], [-4.022, -4.534, -0.141], [-3.530, -3.254, -0.322], [-3.771, -0.199, -2.624], [-2.959, 0.837, -3.120], [-3.449, 1.793, -3.992], [-4.772, 1.758, -4.420], [-5.594, 0.749, -3.935], [-5.110, -0.204, -3.053], [-4.837, -2.625, -3.376], [-5.718, -4.870, -3.040], [-5.212, -6.137, -0.960], [-3.785, -5.066, 0.773], [-2.910, -2.802, 0.444], [-1.929, 0.886, -2.790], [-2.788, 2.579, -4.341], [-5.155, 2.504, -5.105], [-6.637, 0.709, -4.233], [-5.787, -0.957, -2.669], [-0.063, 4.456, -0.712], [0.678, 3.749, -0.068], [0.538, 2.465, 0.110], [1.991, 4.292, 0.453], [2.637, 3.710, 1.534], [3.860, 4.199, 2.007], [4.394, 5.271, 1.336], [5.575, 5.924, 1.584], [5.640, 6.992, 0.638], [4.501, 6.909, -0.210], [3.747, 5.859, 0.263], [2.541, 5.406, -0.197], [2.169, 2.875, 2.037], [4.348, 3.772, 2.872], [6.547, 6.886, 0.039], [5.630, 7.946, 1.171], [2.014, 5.867, -1.021], [0.810, -3.315, -0.107], [0.260, -3.489, 1.277], [-0.612, -4.524, 1.578], [-1.123, -4.669, 2.859], [-2.167, -6.019, 3.220], [-0.807, -3.771, 3.855], [0.058, -2.722, 3.571], [0.595, -2.597, 2.300], [1.501, -1.604, 1.966], [2.077, -0.897, 3.059], [1.169, 0.220, 3.593], [1.262, 0.563, 4.753], [0.380, 0.708, 2.694], [0.580, -4.187, -0.718], [1.893, -3.175, -0.082], [0.349, -2.436, -0.569], [-0.897, -5.225, 0.805], [-1.224, -3.884, 4.846], [0.297, -2.019, 4.357], [2.976, -0.422, 2.660], [2.364, -1.576, 3.862], [5.424, 1.472, -0.240], [4.277, 0.729, -0.470], [4.144, -0.076, -1.502], [2.883, -0.460, -1.371], [2.303, 0.121, -0.315], [3.217, 0.868, 0.259], [6.151, 0.842, 0.082], [5.185, 2.140, 0.489], [2.377, -1.139, -2.034]]}

No. 5
{"formula": "C33H26FN2O3S4Tl", "method": "ωB97M-V with the def2-TZVPD basis set", "multiplicity": 1, "lumo_energy_ev": 3.63, "gap_ev": 4.92, "homo_energy_ev": -1.29, "total_charge": -2, "species": ["Tl", "S", "C", "C", "C", "C", "C", "C", "S", "C", "C", "C", "C", "C", "C", "C", "S", "C", "C", "C", "C", "C", "C", "S", "N", "H", "H", "H", "H", "H", "H", "H", "H", "H", "H", "H", "H", "H", "H", "H", "C", "C", "C", "C", "C", "C", "C", "F", "C", "C", "C", "O", "C", "C", "N", "C", "C", "O", "O", "H", "H", "H", "H", "H", "H", "H", "H", "H", "H", "H"], "positions_angstrom": [[0.089, 1.705, 0.555], [-2.922, 2.444, -4.207], [-1.613, 2.610, -5.318], [-1.853, 3.157, -6.604], [-0.861, 3.360, -7.538], [0.460, 3.023, -7.251], [0.735, 2.470, -6.010], [-0.258, 2.260, -5.054], [0.312, 1.604, -3.497], [-0.539, -0.015, -3.410], [0.185, -0.935, -2.462], [1.465, -1.409, -2.759], [2.077, -2.276, -1.883], [1.397, -2.668, -0.737], [0.146, -2.134, -0.500], [-0.646, -2.468, 0.735], [-0.812, -1.068, 1.890], [0.617, -1.158, 2.932], [1.513, -2.215, 2.976], [2.517, -2.255, 3.939], [2.609, -1.226, 4.866], [1.755, -0.139, 4.787], [0.758, -0.049, 3.805], [-0.253, 1.352, 3.644], [-0.454, -1.287, -1.349], [-2.876, 3.431, -6.832], [-1.115, 3.790, -8.502], [1.251, 3.178, -7.975], [1.749, 2.185, -5.754], [-0.532, -0.419, -4.423], [-1.565, 0.140, -3.095], [1.965, -1.056, -3.651], [3.085, -2.624, -2.064], [1.861, -3.325, -0.013], [-0.259, -3.345, 1.254], [-1.676, -2.674, 0.441], [1.438, -3.028, 2.268], [3.203, -3.093, 3.967], [3.359, -1.260, 5.651], [1.848, 0.686, 5.485], [6.981, -1.062, 3.550], [6.045, -0.314, 4.493], [6.847, 0.569, 5.438], [5.925, 1.288, 6.406], [4.880, 2.056, 5.643], [4.270, 3.164, 6.196], [3.295, 3.847, 5.484], [2.716, 4.924, 6.075], [2.915, 3.466, 4.229], [3.530, 2.356, 3.647], [3.080, 1.947, 2.296], [2.357, 2.698, 1.640], [3.568, 0.658, 1.875], [4.529, 0.050, 2.607], [5.070, 0.512, 3.767], [4.505, 1.638, 4.354], [3.100, -0.099, 0.634], [3.901, -0.918, 0.156], [1.933, 0.147, 0.223], [7.774, -1.523, 4.141], [7.433, -0.373, 2.835], [6.482, -1.852, 2.996], [5.491, -1.046, 5.094], [7.416, 1.296, 4.850], [7.563, -0.058, 5.975], [6.487, 1.967, 7.051], [5.443, 0.552, 7.060], [4.540, 3.502, 7.189], [2.139, 3.975, 3.676], [4.916, -0.877, 2.214]]}

No. 6
{"formula": "C33H26IN5O10STi", "method": "ωB97M-V with the def2-TZVPD basis set", "multiplicity": 3, "lumo_energy_ev": [3.14, 3.14], "gap_ev": [3.31, 6.36], "homo_energy_ev": [-0.17, -3.21], "total_charge": -2, "s_squared": 2.026, "species": ["Ti", "O", "S", "O", "N", "C", "C", "C", "C", "C", "C", "C", "C", "N", "C", "C", "C", "C", "C", "C", "C", "H", "H", "H", "H", "H", "H", "H", "H", "H", "H", "H", "C", "C", "N", "O", "C", "C", "N", "O", "H", "H", "H", "H", "H", "H", "H", "O", "C", "O", "C", "C", "C", "C", "C", "C", "N", "O", "O", "H", "H", "H", "H", "I", "C", "C", "C", "C", "C", "C", "C", "O", "O", "H", "H", "H", "H"], "positions_angstrom": [[-0.222, -0.418, -0.485], [-2.074, -0.525, 3.457], [-0.967, -1.161, 2.780], [-0.532, -2.436, 3.312], [-1.246, -1.298, 1.177], [-2.246, -2.209, 0.838], [-3.186, -2.767, 1.682], [-4.120, -3.713, 1.217], [-4.145, -4.135, -0.082], [-3.204, -3.591, -0.986], [-3.123, -3.972, -2.342], [-2.176, -3.419, -3.156], [-1.309, -2.453, -2.621], [-1.374, -2.066, -1.371], [-2.282, -2.627, -0.532], [0.409, -0.063, 2.852], [1.680, -0.541, 2.565], [2.756, 0.325, 2.663], [2.556, 1.644, 3.058], [1.284, 2.104, 3.363], [0.199, 1.246, 3.254], [-3.219, -2.474, 2.719], [-4.835, -4.115, 1.925], [-4.859, -4.871, -0.429], [-3.816, -4.717, -2.718], [-2.081, -3.706, -4.194], [-0.552, -1.978, -3.232], [1.815, -1.574, 2.268], [3.752, -0.025, 2.419], [3.397, 2.325, 3.109], [1.115, 3.136, 3.643], [-0.806, 1.590, 3.459], [-0.057, 1.716, -4.416], [-0.418, 0.992, -3.157], [0.418, 0.280, -2.479], [1.719, 0.219, -2.973], [-1.768, 1.083, -2.641], [-2.890, 1.731, -3.384], [-1.943, 0.530, -1.457], [-3.080, 0.465, -0.914], [0.985, 1.553, -4.669], [-0.236, 2.783, -4.267], [-0.695, 1.391, -5.239], [2.226, 0.477, -2.169], [-2.650, 2.759, -3.665], [-3.758, 1.740, -2.728], [-3.154, 1.188, -4.298], [2.420, 1.400, -0.712], [1.447, 1.983, -0.197], [0.373, 1.368, 0.169], [1.521, 3.462, 0.016], [2.536, 4.179, -0.633], [2.628, 5.550, -0.425], [1.772, 6.207, 0.442], [0.781, 5.476, 1.127], [0.635, 4.100, 0.863], [-0.018, 6.099, 2.070], [-0.841, 5.395, 2.748], [0.106, 7.360, 2.248], [3.225, 3.653, -1.279], [3.396, 6.118, -0.941], [1.846, 7.267, 0.633], [-0.156, 3.553, 1.351], [8.282, -2.280, 0.141], [6.208, -2.397, -0.143], [5.432, -1.262, 0.037], [4.059, -1.344, -0.155], [3.477, -2.555, -0.526], [4.274, -3.677, -0.702], [5.646, -3.609, -0.512], [1.973, -2.659, -0.749], [1.469, -3.712, -1.089], [1.359, -1.551, -0.503], [5.886, -0.320, 0.315], [3.434, -0.465, -0.042], [3.795, -4.605, -0.989], [6.268, -4.483, -0.648]]}

Across the entries above, relative energy (zero: lowest compared OMol25 entry of this formula, charge and spin) takes the values 263.64; 94.55; 0.00; 11.59; 0.00; 0.00 kcal/mol, respectively.
Across the entries above, E takes the values -225648.128; -225655.461; -175332.867; -89650.579; -94522.603; -104621.973 eV, respectively.